DFT (ωB97M-V with the def2-TZVPD basis set) results for 16 unconnected molecules or ions with the total composition C81H207N15O29 at a distorted geometry.

The largest force on an atom is 4.01 eV/Å. The LUMO energy is 0.56 eV. As for the gap between HOMO and LUMO: 0.3339 Ha. The value obtained for the energy above the lowest of the compared OMol25 structures with the same formula, charge and spin is 29.1 kcal per mole.

The geometry in ORCA input format:
```
! RIJCOSX wB97M-V def2-TZVPD def2/J DEFGRID3
* xyz 0 1
C 2.556 7.624 2.585
O 1.107 7.877 2.552
C 0.455 6.935 1.723
C -1.037 7.134 1.780
N -1.728 6.153 0.911
C -3.207 6.181 1.008
C -3.833 4.930 0.479
O -5.143 4.892 1.058
C -5.923 3.764 0.689
H 2.949 8.458 3.184
H 3.004 7.616 1.568
H 2.727 6.648 3.058
H 0.566 5.900 1.973
H 0.726 6.916 0.659
H -1.456 8.111 1.510
H -1.349 7.011 2.831
H -1.320 5.183 0.957
H -3.558 7.062 0.538
H -3.661 6.195 2.034
H -3.304 4.045 0.831
H -3.898 4.996 -0.611
H -5.519 2.837 1.141
H -5.921 3.552 -0.375
H -6.974 3.886 0.976
C 3.919 5.248 -0.592
O 4.347 3.986 -0.107
C 3.368 3.310 0.697
C 4.021 2.011 1.024
N 4.473 1.179 -0.012
C 3.392 0.588 -0.827
C 4.038 -0.102 -1.971
O 4.999 0.811 -2.582
C 5.532 0.250 -3.800
H 4.300 5.410 -1.547
H 4.181 6.133 0.092
H 2.850 5.263 -0.792
H 2.437 3.198 0.147
H 3.155 3.864 1.640
H 3.279 1.467 1.573
H 4.887 2.203 1.677
H 5.131 1.700 -0.591
H 2.652 1.291 -1.258
H 2.848 -0.217 -0.294
H 3.300 -0.504 -2.680
H 4.590 -0.973 -1.632
H 4.684 0.140 -4.513
H 6.041 -0.740 -3.611
H 6.286 0.953 -4.175
C 2.351 2.126 -3.920
O 2.856 1.554 -5.104
C 3.501 2.436 -5.986
C 3.638 1.814 -7.350
N 4.348 2.585 -8.405
C 4.552 1.777 -9.648
C 3.265 1.287 -10.298
O 2.405 2.455 -10.418
C 1.308 2.204 -11.295
H 3.210 2.459 -3.348
H 1.777 1.393 -3.370
H 1.711 2.925 -4.173
H 4.515 2.601 -5.649
H 3.071 3.447 -6.092
H 2.635 1.639 -7.689
H 4.127 0.759 -7.220
H 3.639 3.305 -8.688
H 5.226 0.966 -9.298
H 5.212 2.286 -10.346
H 2.793 0.519 -9.730
H 3.421 0.839 -11.262
H 0.623 3.081 -11.205
H 0.778 1.321 -10.981
H 1.678 2.027 -12.324
C -1.006 8.500 -1.361
O -1.905 8.442 -2.495
C -2.107 7.150 -3.103
C -2.532 7.514 -4.555
N -3.742 8.268 -4.545
C -3.907 8.930 -5.845
C -3.912 10.480 -5.682
O -2.744 10.991 -5.076
C -3.053 12.298 -4.749
H -1.287 7.741 -0.665
H -1.047 9.492 -0.953
H 0.013 8.251 -1.586
H -2.868 6.686 -2.626
H -1.193 6.554 -3.102
H -2.586 6.641 -5.231
H -1.648 8.114 -4.965
H -3.592 9.028 -3.887
H -4.837 8.620 -6.386
H -3.083 8.611 -6.499
H -4.734 10.770 -4.991
H -4.016 10.845 -6.676
H -3.519 12.863 -5.569
H -2.245 12.784 -4.299
H -3.784 12.261 -3.885
C 4.923 -3.944 -2.268
O 4.081 -3.716 -1.156
C 4.197 -4.778 -0.225
C 3.867 -6.201 -0.779
N 2.681 -6.212 -1.689
C 1.550 -6.874 -1.077
C 0.354 -6.927 -2.047
O 0.738 -7.614 -3.274
C -0.109 -7.274 -4.365
H 4.552 -4.786 -2.903
H 5.938 -4.215 -1.934
H 5.033 -3.005 -2.864
H 3.662 -4.506 0.711
H 5.285 -4.870 0.011
H 3.682 -6.910 0.025
H 4.804 -6.600 -1.286
H 2.800 -6.574 -2.647
H 1.157 -6.310 -0.220
H 1.873 -7.842 -0.641
H 0.010 -5.887 -2.385
H -0.500 -7.443 -1.509
H -0.065 -6.220 -4.744
H -1.184 -7.460 -4.216
H 0.181 -7.879 -5.146
C -4.241 0.081 2.787
O -3.429 1.190 2.831
C -3.943 2.016 3.871
C -2.970 3.175 4.028
N -1.691 2.651 4.484
C -0.757 2.013 3.525
C 0.683 2.430 3.897
O 0.800 3.842 3.768
C 1.376 4.543 4.832
H -5.311 0.235 2.499
H -4.273 -0.550 3.704
H -3.763 -0.615 2.060
H -4.031 1.355 4.742
H -4.930 2.451 3.584
H -3.268 3.924 4.754
H -2.963 3.759 3.098
H -1.190 3.424 4.805
H -0.994 2.248 2.476
H -0.749 0.949 3.579
H 1.477 1.988 3.276
H 0.820 2.271 4.979
H 1.715 5.576 4.536
H 2.176 3.911 5.277
H 0.611 4.571 5.679
C 0.802 -5.421 2.466
O 1.132 -6.761 2.283
C 2.287 -6.998 2.937
C 2.506 -8.519 2.854
N 3.896 -8.897 2.796
C 4.070 -10.358 3.091
C 5.610 -10.738 3.283
O 5.900 -12.080 3.251
C 5.503 -12.773 4.417
H -0.047 -5.152 1.825
H 1.714 -4.831 2.226
H 0.582 -5.234 3.565
H 2.134 -6.693 3.996
H 3.167 -6.451 2.532
H 1.958 -8.718 1.920
H 1.970 -9.010 3.725
H 4.440 -8.364 3.454
H 3.672 -11.011 2.313
H 3.515 -10.556 4.060
H 5.926 -10.300 4.199
H 6.196 -10.275 2.504
H 4.499 -12.538 4.783
H 6.250 -12.636 5.190
H 5.516 -13.808 4.089
C -3.998 -4.945 4.487
O -3.580 -4.859 3.166
C -3.279 -3.596 2.685
C -3.397 -3.643 1.221
N -2.302 -4.481 0.727
C -2.260 -4.463 -0.762
C -3.334 -5.358 -1.335
O -3.241 -5.436 -2.752
C -4.136 -6.377 -3.303
H -3.357 -4.301 5.106
H -3.972 -5.982 4.747
H -4.989 -4.517 4.612
H -2.223 -3.285 2.924
H -4.069 -2.955 3.116
H -3.239 -2.648 0.781
H -4.387 -4.015 0.928
H -2.430 -5.464 0.956
H -1.330 -4.839 -1.118
H -2.307 -3.441 -1.111
H -4.416 -5.043 -1.041
H -3.298 -6.429 -0.906
H -3.972 -7.338 -2.816
H -3.781 -6.616 -4.312
H -5.198 -6.199 -3.256
C 6.904 -1.499 5.410
O 5.591 -1.223 5.914
C 4.778 -0.659 4.898
C 3.500 -0.126 5.507
N 3.441 1.160 6.045
C 4.012 1.275 7.392
C 4.178 2.681 7.795
O 5.479 3.059 7.253
C 5.793 4.405 7.420
H 7.341 -2.119 6.201
H 7.373 -0.512 5.176
H 6.783 -2.021 4.459
H 4.458 -1.494 4.207
H 5.357 0.047 4.297
H 3.357 -0.842 6.281
H 2.684 -0.275 4.798
H 3.991 1.843 5.543
H 4.995 0.802 7.470
H 3.283 0.691 8.038
H 4.075 2.840 8.865
H 3.345 3.321 7.387
H 4.940 5.030 7.055
H 6.704 4.493 6.790
H 5.983 4.718 8.485
C -3.932 3.210 -3.482
O -4.176 3.566 -4.842
C -5.195 2.661 -5.395
C -6.637 2.905 -4.973
N -7.210 4.170 -5.316
C -8.596 4.347 -4.834
C -9.656 3.517 -5.589
O -10.862 3.659 -4.920
C -12.079 3.176 -5.502
H -3.337 4.009 -3.103
H -3.419 2.248 -3.464
H -4.797 3.130 -2.883
H -5.034 1.617 -5.040
H -5.008 2.796 -6.459
H -6.679 2.797 -3.854
H -7.280 2.085 -5.442
H -6.698 4.902 -4.897
H -8.864 5.395 -4.915
H -8.613 3.964 -3.812
H -9.362 2.496 -5.543
H -9.792 3.791 -6.651
H -12.164 3.438 -6.557
H -12.906 3.644 -4.946
H -12.080 2.057 -5.346
C -0.187 -1.138 5.623
O -0.358 -2.610 5.713
C -1.220 -2.976 6.785
C -1.182 -4.462 7.007
N -2.271 -4.839 7.876
C -2.285 -6.166 8.343
C -3.503 -6.266 9.293
O -3.643 -7.587 9.755
C -4.377 -7.674 10.954
H 0.322 -0.733 6.539
H -1.111 -0.617 5.392
H 0.601 -1.028 4.860
H -2.245 -2.640 6.490
H -1.076 -2.435 7.772
H -0.163 -4.779 7.303
H -1.356 -4.895 6.018
H -2.349 -4.092 8.580
H -1.386 -6.335 8.976
H -2.245 -6.914 7.503
H -4.405 -5.979 8.799
H -3.238 -5.591 10.166
H -5.366 -7.203 10.974
H -3.823 -7.290 11.823
H -4.644 -8.716 11.143
C -5.124 0.032 -1.192
O -3.883 -0.275 -1.784
C -4.075 -1.323 -2.704
C -2.709 -1.482 -3.460
N -2.514 -0.219 -4.116
C -1.167 -0.192 -4.720
C -0.967 1.129 -5.411
O -0.899 2.250 -4.545
C -0.731 3.516 -5.212
H -5.649 -0.846 -0.807
H -5.735 0.563 -1.892
H -5.004 0.611 -0.276
H -4.878 -1.036 -3.454
H -4.300 -2.250 -2.180
H -2.744 -2.316 -4.166
H -1.926 -1.683 -2.707
H -2.423 0.492 -3.400
H -1.135 -0.971 -5.483
H -0.321 -0.349 -4.076
H -1.803 1.211 -6.160
H -0.039 1.093 -6.090
H -1.633 3.792 -5.766
H 0.172 3.575 -5.863
H -0.589 4.117 -4.365
C 0.328 4.249 -1.499
O -0.333 3.408 -0.597
C -1.234 2.570 -1.243
C -1.674 1.437 -0.295
N -0.568 0.471 -0.216
C -0.963 -0.754 0.533
C 0.162 -1.749 0.685
O 1.094 -1.095 1.568
C 2.250 -1.928 1.888
H 0.766 5.055 -0.884
H -0.299 4.774 -2.249
H 1.159 3.841 -2.106
H -0.710 2.137 -2.105
H -2.078 3.131 -1.666
H -2.477 1.021 -0.842
H -2.016 1.785 0.736
H 0.219 0.804 0.327
H -1.791 -1.204 0.008
H -1.350 -0.511 1.552
H 0.617 -2.020 -0.256
H -0.113 -2.629 1.261
H 2.936 -1.283 2.443
H 2.772 -2.216 0.986
H 1.883 -2.720 2.504
C 6.967 -1.714 0.851
O 7.616 -2.603 1.323
N 5.729 -1.309 1.246
N 7.330 -1.045 -0.259
H 5.258 -0.537 0.817
H 5.312 -1.802 2.046
H 6.625 -0.857 -1.006
H 8.170 -1.432 -0.651
C 5.279 -4.476 3.957
O 4.800 -3.765 2.815
H 4.410 -4.920 4.446
H 6.043 -5.220 3.743
H 5.628 -3.701 4.675
H 5.594 -3.616 2.253
C 1.780 -3.100 -3.439
O 1.229 -3.984 -2.476
H 2.415 -2.347 -2.976
H 2.381 -3.703 -4.133
H 0.910 -2.679 -3.954
H 1.910 -4.464 -1.933
*
```